The ion C15H28N3O2S with charge +1. Source: the OMol25 dataset; level of theory: ωB97M-V/def2-TZVPD.

Geometry (Å):
C 1.0856 2.1205 2.0918
C 1.0752 1.2840 3.3668
C 0.0658 0.1395 3.3131
N 0.2892 -0.7869 2.1808
C 1.6339 -1.4208 2.1647
C 1.9914 -2.2483 3.3954
C 3.3727 -2.8691 3.2093
C -0.7817 -1.7939 2.0238
C -2.2035 -1.2489 1.9536
S -2.5636 0.3142 1.0313
C -1.5069 0.3315 -0.3797
N -0.2645 -0.0140 -0.2476
C 0.5659 0.0691 -1.3311
O 1.8039 -0.3469 -1.0096
C 0.1612 0.5316 -2.5513
C 1.0755 0.6368 -3.7493
C 0.5471 -0.2206 -4.9020
C 1.2192 2.0987 -4.1801
C -1.2163 0.9587 -2.7063
O -1.7536 1.4109 -3.6826
N -2.0004 0.7974 -1.5269
H 1.7076 2.9989 2.2361
H 0.0815 2.4589 1.8461
H 1.4874 1.5687 1.2450
H 0.7849 1.9192 4.2048
H 2.0776 0.9140 3.5812
H 0.0854 -0.4301 4.2445
H -0.9270 0.5746 3.1923
H 0.2165 -0.2521 1.2403
H 2.3714 -0.6282 2.0371
H 1.6837 -2.0508 1.2742
H 2.0065 -1.6221 4.2877
H 1.2659 -3.0480 3.5497
H 3.6391 -3.4556 4.0831
H 4.1271 -2.0987 3.0734
H 3.3887 -3.5236 2.3417
H -0.7499 -2.4970 2.8603
H -0.5621 -2.3407 1.1037
H -2.8401 -2.0139 1.5090
H -2.5971 -1.0193 2.9439
H 2.3946 -0.2795 -1.7739
H 2.0738 0.2625 -3.4818
H 1.2357 -0.1693 -5.7405
H 0.4475 -1.2609 -4.5981
H -0.4214 0.1457 -5.2277
H 0.2572 2.4915 -4.4942
H 1.9102 2.1676 -5.0154
H 1.5997 2.7089 -3.3631
H -2.9713 1.0829 -1.6077

Forces on atoms 1 to 2 (eV/Å):
C 0.085 -0.010 0.220
C -0.130 -0.077 -0.211

Summary:
Net charge   +1
Energy above the lowest of the compared OMol25 structures with the same formula, charge and spin   5.0 kcal per mole
LUMO energy   -2.68 eV
HOMO level   -11.84 eV
Molecular weight   314.48 g/mol
SMILES   CCC[NH+](CCC)CCSc1nc(O)c(C(C)C)c(=O)[nH]1

natural (NBO) population analysis, charges in e, atoms 1 to 6: number 1, C, carries -0.620; number 2, C, carries -0.416; number 3, C, carries -0.226; number 4, N, carries -0.456; number 5, C, carries -0.219; number 6, C, carries -0.422